[1]
Formula: C3H4O2S
Source: the Open Molecules 2025 dataset
Level of theory: the ωB97M-V functional and the def2-TZVPD basis

Positions of all 10 atoms, in Å:
S: -2.366 -1.005 -0.185
O: -0.394 1.337 -0.882
O: -0.125 -1.832 0.815
C: 0.430 1.327 0.229
C: -0.771 -0.963 0.040
C: 0.199 0.087 -0.564
H: 0.818 -1.750 0.602
H: -0.138 1.288 1.170
H: 1.485 1.763 0.130
H: 0.862 -0.250 -1.355

Force components x, y, z for each atom (eV/Å):
0.222 0.120 0.109
-0.295 0.033 -0.794
0.446 -0.449 -0.165
1.782 -0.944 0.442
0.320 1.006 -0.769
-1.634 0.075 0.109
0.035 -0.097 0.431
0.693 0.630 -0.092
-1.847 -0.190 0.426
0.277 -0.185 0.304

Relative energy (zero: lowest compared OMol25 entry of this formula, charge and spin) in kcal/mol: 51.2
HOMO energy in eV: -8.9
Net charge: 0
HOMO-LUMO gap in eV: 9.21
SMILES: OC(=S)[C@@H]1CO1
Total energy in hartree: -665.303975
F_max in Eh/bohr: 0.040

***

[2]
Formula: C3H12N2O2
Source: the Open Molecules 2025 dataset
Level of theory: the ωB97M-V functional and the def2-TZVPD basis

Positions of all 19 atoms, in Å:
O: -0.553 -2.883 1.426
O: 0.267 -0.110 1.589
N: 0.290 1.175 -1.356
N: -1.322 -0.668 -0.816
C: -1.062 0.678 -1.354
C: 1.015 1.491 -0.138
C: 1.389 0.292 0.754
H: 0.881 0.648 -1.988
H: 1.588 -0.536 0.073
H: -0.511 -1.045 -0.354
H: 2.216 0.497 1.432
H: 0.379 2.186 0.429
H: -1.358 0.704 -2.391
H: 1.902 2.041 -0.438
H: -1.395 -3.243 1.730
H: -1.686 1.373 -0.798
H: 0.116 0.633 2.181
H: -1.504 -1.301 -1.578
H: -0.653 -1.934 1.598

Force components x, y, z for each atom (eV/Å):
-0.330 0.131 0.211
0.578 0.236 -0.413
0.538 -0.014 -0.192
0.018 0.009 -0.420
0.218 -0.187 0.522
-0.688 -0.188 0.172
-1.044 0.289 0.135
-0.106 0.010 -0.027
0.294 -0.200 0.394
-0.024 0.021 0.275
0.350 0.006 -0.303
0.200 -0.028 0.099
-0.429 0.017 -0.305
0.282 0.039 0.072
0.124 -0.128 -0.142
0.022 0.307 0.060
-0.190 -0.091 0.091
-0.106 -0.199 -0.170
0.292 -0.031 -0.061

Relative energy (zero: lowest compared OMol25 entry of this formula, charge and spin) in kcal/mol: 32.7
HOMO energy in eV: -8.6
Net charge: 0
HOMO-LUMO gap in eV: 9.38
SMILES: NCNCCO.O
Total energy in hartree: -381.462814
F_max in Eh/bohr: 0.021

***

[3]
Formula: C3H8O2S2
Source: the Open Molecules 2025 dataset
Level of theory: the ωB97M-V functional and the def2-TZVPD basis

Positions of all 15 atoms, in Å:
S: 1.535 -0.907 -0.281
S: 1.920 1.142 0.092
O: -2.166 -0.403 2.584
O: -1.782 0.920 -3.777
C: -2.041 0.102 1.511
C: -1.230 -0.458 0.363
C: 0.094 -1.080 0.856
H: -0.051 -2.138 1.036
H: -0.949 0.338 -0.325
H: -1.729 -0.060 -3.757
H: 3.211 1.058 -0.252
H: -2.758 1.041 -3.803
H: -1.795 -1.220 -0.170
H: 0.491 -0.664 1.778
H: -2.467 1.093 1.259

Force components x, y, z for each atom (eV/Å):
-0.586 0.133 0.042
-0.196 -0.383 -0.147
-0.104 -0.351 0.559
-1.252 -1.017 0.047
0.306 0.596 -1.108
1.227 -0.018 0.347
0.558 -0.059 -0.035
0.255 -0.259 -0.046
-0.488 0.118 -0.120
0.285 0.826 -0.025
0.041 -0.044 0.099
0.969 0.188 0.000
-0.175 0.081 -0.132
-0.491 0.170 0.208
-0.348 0.019 0.312

Relative energy (zero: lowest compared OMol25 entry of this formula, charge and spin) in kcal/mol: 34.4
HOMO energy in eV: -8.5
Net charge: 0
HOMO-LUMO gap in eV: 8.75
SMILES: O=CCCSS.O
Total energy in hartree: -1065.927171
F_max in Eh/bohr: 0.031